one) C46H33BrN5O8PSW | the ωB97M-V functional and the def2-TZVPD basis

Element x y z (Å)
W  0.77867  -1.07318  0.59595
N  -1.54196  -3.85198  -2.30562
C  -1.01342  -3.03717  -1.36187
S  0.68096  -2.93323  -1.23031
N  -1.87142  -2.41696  -0.60244
N  -1.31445  -1.67575  0.40904
C  -2.18493  -1.26899  1.27333
C  -3.64744  -1.47299  1.15725
C  -4.34335  -1.01002  0.04385
C  -5.71703  -1.15316  -0.02286
C  -6.40865  -1.77590  1.01129
C  -5.71974  -2.24637  2.11822
C  -4.34228  -2.08410  2.19409
C  -1.64518  -0.60273  2.46220
C  -2.42733  0.11759  3.34325
C  -1.82553  0.66905  4.46415
C  -0.47775  0.45230  4.66870
C  0.24533  -0.23784  3.70920
N  -0.32724  -0.73977  2.61415
H  -0.95340  -4.16043  -3.05798
H  -2.53164  -3.78379  -2.47380
H  -3.79814  -0.54039  -0.76267
H  -6.25116  -0.78542  -0.88979
H  -7.48281  -1.89403  0.95130
H  -6.24861  -2.73777  2.92414
H  -3.80332  -2.45528  3.05895
H  -3.48074  0.24557  3.13892
H  -2.40633  1.25426  5.16499
H  0.03571  0.83200  5.54032
H  1.30216  -0.38647  3.82665
O  3.82704  -2.58513  -1.03327
C  3.17244  -1.61747  -1.31875
O  2.46433  -0.89177  -0.46533
C  3.08652  -1.05285  -2.70042
C  4.16664  -1.25233  -3.55341
C  4.17037  -0.68968  -4.81652
C  3.08342  0.07245  -5.22877
C  1.99841  0.24902  -4.38685
C  1.97150  -0.32293  -3.11390
P  0.46137  -0.01774  -2.07942
C  0.52474  1.81771  -2.17465
C  -0.41935  2.62314  -2.80421
C  -0.29008  4.00602  -2.78191
C  0.78392  4.59781  -2.13263
C  1.73981  3.80008  -1.51805
C  1.61250  2.41972  -1.53913
C  -0.88230  -0.53271  -3.21813
C  -2.19317  -0.11527  -2.98166
C  -3.23701  -0.56636  -3.77771
C  -2.99391  -1.45804  -4.81309
C  -1.69909  -1.90244  -5.03987
C  -0.65472  -1.45071  -4.24469
H  4.99936  -1.84295  -3.19478
H  5.01912  -0.82973  -5.47356
H  3.07981  0.53117  -6.20957
H  1.15579  0.83888  -4.72847
H  -1.25895  2.17962  -3.31999
H  -1.03267  4.62086  -3.27497
H  0.87846  5.67612  -2.10988
H  2.58262  4.25133  -1.00974
H  2.35603  1.80448  -1.04401
H  -2.39458  0.56208  -2.16315
H  -4.24503  -0.22029  -3.58365
H  -3.80801  -1.80747  -5.43555
H  -1.49717  -2.60546  -5.83863
H  0.34438  -1.82543  -4.42460
O  1.27318  -2.69466  1.49816
C  2.13732  -3.06256  2.43219
C  3.12788  -2.20761  2.93531
C  4.09798  -2.67866  3.83785
C  5.05420  -1.81857  4.31878
C  5.10855  -0.48192  3.94575
C  4.14400  -0.00273  3.07334
C  3.14044  -0.83242  2.57749
O  2.19766  -0.27697  1.83052
N  6.05405  -2.33788  5.26856
O  6.02805  -3.52578  5.52457
O  6.93970  -1.58359  5.61969
H  2.06211  -4.09845  2.73891
H  4.09968  -3.71388  4.14958
H  5.88662  0.15509  4.33857
H  4.14471  1.03345  2.76084
Br  1.74195  2.81499  2.31984
C  0.09303  3.59199  1.81645
C  -0.11779  4.89023  2.26884
C  -1.29342  5.55726  1.96658
C  -2.26947  4.92441  1.20987
C  -2.04723  3.63526  0.76237
C  -0.86830  2.94294  1.05246
C  -0.75916  1.55598  0.46749
O  -1.68288  1.11855  -0.19638
O  0.32517  0.88785  0.74370
H  0.64985  5.37132  2.85882
H  -1.44132  6.56867  2.32351
H  -3.19287  5.43246  0.96526
H  -2.78519  3.12443  0.16143

## Properties
- Gap between HOMO and LUMO (alpha / beta): 5.035 / 6.973 eV
- Multiplicity: 3
- E_HOMO (alpha / beta): -0.2154 / -0.3009 Ha
- LUMO (alpha / beta): -0.03037 / -0.04466 hartree
- <S²>: 2.046

Löwdin atomic charge list, values in e, 8 entries:
1. W 1.714
2. N 0.104
3. C -0.827
4. S 0.842
5. N 0.038
6. N -0.067
7. C -0.172
8. C -0.176

two) C46H33BrN5O8PSW | the ωB97M-V functional and the def2-TZVPD basis

Element x y z (Å)
W  0.90818  1.05678  0.46205
N  1.18708  -1.39785  4.42031
C  0.94768  -0.64557  3.32381
S  2.32081  -0.19061  2.36142
N  -0.27260  -0.28879  3.08604
N  -0.48466  0.54056  2.03289
C  -1.72502  0.98738  1.99335
C  -2.78778  0.52785  2.89957
C  -3.00989  -0.82608  3.15172
C  -4.05751  -1.22642  3.96281
C  -4.89893  -0.28907  4.54579
C  -4.67429  1.06109  4.32046
C  -3.62853  1.46500  3.50828
C  -1.96263  2.00437  1.00923
C  -3.23950  2.38341  0.57351
C  -3.37729  3.38175  -0.35768
C  -2.22873  4.02762  -0.81032
C  -1.00556  3.58206  -0.37090
N  -0.84022  2.56178  0.48121
H  2.07965  -1.85023  4.49063
H  0.39552  -1.79777  4.89672
H  -2.36018  -1.55907  2.69639
H  -4.22212  -2.28134  4.14246
H  -5.72159  -0.60771  5.17225
H  -5.31513  1.80307  4.77898
H  -3.44448  2.52261  3.36862
H  -4.09498  1.85572  0.96669
H  -4.35212  3.66848  -0.72830
H  -2.28843  4.84561  -1.51268
H  -0.10807  4.07250  -0.71158
O  4.65474  0.75013  0.36197
C  3.80159  0.03812  -0.10341
O  2.58464  0.44865  -0.42163
C  3.98881  -1.40597  -0.42499
C  5.24588  -1.86953  -0.79568
C  5.41213  -3.18321  -1.19028
C  4.31826  -4.03917  -1.19822
C  3.07311  -3.58583  -0.80050
C  2.88546  -2.26009  -0.40722
P  1.15726  -1.72882  0.04299
C  0.47193  -2.32650  -1.56595
C  -0.43899  -3.36384  -1.72415
C  -0.93841  -3.66599  -2.98389
C  -0.52235  -2.94627  -4.09329
C  0.40548  -1.92396  -3.94628
C  0.89826  -1.61256  -2.68951
C  0.72776  -3.01707  1.28047
C  -0.60803  -3.27440  1.59320
C  -0.93815  -4.16345  2.60572
C  0.05808  -4.80278  3.32750
C  1.38915  -4.54040  3.03730
C  1.72295  -3.64771  2.03050
H  6.07378  -1.17231  -0.77898
H  6.38623  -3.53658  -1.50207
H  4.43610  -5.06566  -1.52182
H  2.23125  -4.26675  -0.79972
H  -0.76191  -3.93768  -0.86470
H  -1.65831  -4.46698  -3.09912
H  -0.91963  -3.17798  -5.07357
H  0.73553  -1.36038  -4.80989
H  1.60664  -0.80148  -2.56595
H  -1.38567  -2.76825  1.03910
H  -1.97866  -4.35356  2.83999
H  -0.19804  -5.49570  4.11916
H  2.17664  -5.02785  3.59873
H  2.76374  -3.43943  1.82958
O  1.71196  2.40445  1.49803
C  2.24253  3.60439  1.31074
C  2.46448  4.15950  0.04620
C  3.05484  5.42838  -0.10013
C  3.27274  5.95745  -1.35388
C  2.92791  5.25211  -2.50862
C  2.31783  4.02110  -2.38990
C  2.04355  3.46356  -1.13623
O  1.35072  2.35130  -1.06359
N  3.83816  7.28865  -1.48134
O  4.12192  7.89308  -0.46028
O  4.00661  7.73878  -2.60268
H  2.54692  4.13393  2.20565
H  3.33728  6.00122  0.77243
H  3.12561  5.69011  -3.47471
H  2.00349  3.46712  -3.26523
Br  -0.90357  1.82578  -3.82288
C  -2.26010  0.59906  -3.34261
C  -3.24359  0.42900  -4.30885
C  -4.29979  -0.43760  -4.10204
C  -4.39503  -1.14153  -2.91403
C  -3.42192  -0.98110  -1.95154
C  -2.33162  -0.12329  -2.13074
C  -1.36296  -0.16365  -0.99222
O  -1.57793  -0.91646  -0.04707
O  -0.28089  0.57431  -1.01133
H  -3.16402  0.98587  -5.23218
H  -5.04487  -0.55812  -4.87777
H  -5.22067  -1.82037  -2.74667
H  -3.45549  -1.52286  -1.01564

## Properties
- Gap between HOMO and LUMO (alpha / beta): 4.696 / 6.730 eV
- Multiplicity: 3
- E_HOMO (alpha / beta): -0.2124 / -0.3001 Ha
- LUMO (alpha / beta): -0.03981 / -0.05276 hartree
- <S²>: 2.059

Löwdin atomic charge list, values in e, 8 entries:
1. W 1.718
2. N 0.108
3. C -0.800
4. S 0.816
5. N 0.024
6. N -0.071
7. C -0.170
8. C -0.161

Ranking the structures above by stability puts one) first and two) last.